Record 1
C4H8O2 | ωB97M-V/def2-TZVPD

XYZ file:
```
14
C4H8O2 | OMol25 | ωB97M-V/def2-TZVPD
O 0.0037 -1.1611 -0.8232
C 0.0323 0.1956 -0.9912
C -0.9143 0.7944 -1.7135
C -0.7071 -1.1662 2.1464
O 0.4691 -1.3570 1.9320
C 1.1995 0.9058 -0.3632
H 0.5213 -1.3909 -0.0327
H 2.1366 0.5809 -0.8308
H -1.7182 0.2181 -2.1596
H -0.8798 1.8627 -1.8939
H -1.4510 -1.1673 1.3310
H -1.0764 -0.9778 3.1698
H 1.1089 1.9883 -0.4774
H 1.2753 0.6746 0.7060
```

Output
charge	0
total energy	-8371.300	eV
SMILES	C=C(C)O.C=O
HOMO level	-8.653	eV
2S+1	1

Atom charges from the Löwdin analysis, given in e for atoms 1 to 2: 0.00 -0.48


Record 2
C4H8O2 | ωB97M-V/def2-TZVPD

XYZ file:
```
14
C4H8O2 | OMol25 | ωB97M-V/def2-TZVPD
C 1.6233 -0.4788 -0.9684
O 0.4013 0.2324 -0.9951
C -0.5690 -0.4111 -0.2207
C -0.4077 -0.2032 1.2385
C -1.4922 0.5810 0.3707
O -1.3287 1.9021 -0.0046
H 1.4807 -1.4873 -1.3788
H 2.0188 -0.5706 0.0526
H 2.3307 0.0750 -1.5876
H -0.8927 -1.3698 -0.6200
H 0.3475 0.4444 1.6497
H -0.7773 -1.0115 1.8810
H -2.2201 0.3780 1.1199
H -0.5145 1.9194 -0.5372
```

Output
charge	0
total energy	-8369.936	eV
SMILES	CO[C@H]1C[C@H]1O
HOMO level	-8.566	eV
2S+1	1

Atom charges from the Löwdin analysis, given in e for atoms 1 to 2: -0.08 -0.16


Record 3
C4H8O2 | ωB97M-V/def2-TZVPD

XYZ file:
```
14
C4H8O2 | OMol25 | ωB97M-V/def2-TZVPD
O 0.7447 -1.2332 -1.0170
C 0.5254 -0.1782 -1.8871
C 0.3345 0.4706 -0.6242
C -0.8788 0.3804 0.2044
C -0.4702 -0.1691 1.5463
O 0.8962 -0.0582 1.7906
H 1.2668 -0.6605 1.1089
H 1.4149 0.1545 -2.4252
H -0.3442 -0.2512 -2.5288
H 1.0727 1.2169 -0.3147
H -1.3169 1.3746 0.3412
H -1.6031 -0.2701 -0.2693
H -0.7273 -1.2072 1.7556
H -0.9146 0.4309 2.3195
```

Output
charge	0
total energy	-8369.767	eV
HOMO level	-10.184	eV
2S+1	1

Atom charges from the Löwdin analysis, given in e for atoms 1 to 2: -0.07 -0.30


Record 4
C4H8O2 | ωB97M-V/def2-TZVPD

XYZ file:
```
14
C4H8O2 | OMol25 | ωB97M-V/def2-TZVPD
O 0.9652 -0.8147 -1.6433
C 0.4935 0.2559 -0.8466
C -1.0041 0.0985 -0.4876
C -0.9991 -0.0932 1.0379
O 0.3200 -0.5037 1.3624
C 1.1670 0.2714 0.5329
H 0.8543 -1.6140 -1.1092
H 0.7042 1.1653 -1.4161
H -1.3790 -0.7922 -1.0011
H -1.6188 0.9463 -0.8042
H -1.6843 -0.8683 1.3915
H -1.2425 0.8517 1.5510
H 1.2700 1.2955 0.9291
H 2.1535 -0.1986 0.5034
```

Output
charge	0
total energy	-8372.086	eV
SMILES	O[C@H]1CCOC1
HOMO level	-9.781	eV
2S+1	1

Atom charges from the Löwdin analysis, given in e for atoms 1 to 2: -0.03 -0.35


We obtain LUMO energy values of 0.013 0.037 0.024 0.036 hartree for the records listed above, in that order.
We obtain relative energy (zero: lowest compared OMol25 entry of this formula, charge and spin) values of 1.982 3.346 3.515 1.196 eV for the records listed above, in that order.
We obtain largest force on an atom values of 0.0115 0.0465 0.0551 0.0070 Eh/bohr for the records listed above, in that order.